(1)
# C26H27Cl3FInNO5S4SbTe

A molecular structure, C26H27Cl3FInNO5S4SbTe (ωB97M-V/def2-TZVPD, the Open Molecules 2025 dataset).

## Properties
HOMO level	-2.1	eV
Kohn-Sham gap	5.7000	eV
E	-141765.1121	eV

ORCA input file:
```
! RIJCOSX wB97M-V def2-TZVPD def2/J DEFGRID3
* xyz -2 1
Te 2.22606 -1.54699 -0.41715
Sb -0.29250 3.73929 0.27318
In 0.04320 0.41801 -0.00945
Cl -1.39858 -2.57024 -7.57641
Cl 1.84546 -0.58220 -3.75373
Cl -2.93666 -2.81228 -2.40487
S -2.06759 4.98587 -0.38483
S 0.50654 2.27672 -1.50246
S -0.98372 1.92026 1.69391
S 1.46711 4.83970 1.22776
F -6.45375 0.93437 -2.90978
O -2.15323 0.07264 -0.55300
O -1.34050 -2.98809 2.31965
O 2.09550 0.59420 2.17014
O -0.35752 -1.43167 -1.88624
O -0.31700 -1.41619 1.12729
N -5.04312 -1.43855 1.83554
C -3.74613 -1.78746 2.01545
C -4.75708 0.24032 -1.43324
C -1.75184 -2.31365 -3.59116
C 1.57624 1.62419 4.19681
C -0.57099 -1.66262 -3.10525
C 1.57425 0.29546 3.45965
C -7.08833 -0.14752 -0.92807
C -1.08304 -2.22678 -5.87875
C -2.98530 -0.53536 0.11414
C 2.96605 -2.22351 1.44810
C 0.32875 -1.34525 -4.17337
C -2.00957 -2.58810 -4.91765
C -7.77799 -1.36078 1.18553
C -6.76329 -0.75333 0.26374
C -5.99160 -1.66587 2.94462
C 0.09609 -1.60383 -5.50662
C 3.97760 -0.44485 -0.89218
C -7.36234 -1.08430 2.62022
C -4.41351 -0.37589 -0.22443
C -5.46671 -1.05046 4.23684
C 2.84820 2.29428 3.66956
C -2.71065 -1.42523 1.21938
C -5.40982 -0.83612 0.63143
C -1.35955 -1.99465 1.59281
C 3.00246 1.70305 2.26495
C -6.07966 0.34636 -1.75023
H -3.97224 0.61306 -2.07771
H 1.57697 1.50151 5.28215
H 3.35457 -1.37853 2.00815
H -2.93016 -3.08166 -5.19806
H -6.08757 -2.75029 3.07535
H 2.75086 3.37824 3.61440
H 2.21854 -0.44727 3.95675
H 4.49059 -0.19945 0.03635
H -8.12069 -0.06342 -1.24555
H 3.73234 -2.97369 1.25959
H 2.73065 2.42489 1.49484
H -8.07737 -1.50083 3.33280
H -4.52373 -1.48949 4.55630
H 0.58333 -0.13615 3.32212
H 2.11856 -2.66595 1.96968
H -7.82527 -2.44380 1.02188
H -6.19692 -1.19976 5.03542
H 0.83136 -1.32152 -6.24737
H -7.33242 -0.00256 2.78126
H 0.70053 2.19595 3.89244
H 4.02295 1.34089 2.08344
H -8.77103 -0.95978 0.97719
H 4.62060 -1.03132 -1.54435
H -5.31006 0.02085 4.09949
H -3.52940 -2.40777 2.87546
H 3.67698 0.47596 -1.38833
H 3.70814 2.04445 4.29762
*
```

=====

(2)
# C3H7NO2

2 unconnected molecules or ions with the total composition C3H7NO2 (ωB97M-V/def2-TZVPD, the Open Molecules 2025 dataset).

## Properties
HOMO level	-9.9	eV
SMILES	C=CC(N)=O.O
Kohn-Sham gap	10.4568	eV
E	-8809.4810	eV

ORCA input file:
```
! RIJCOSX wB97M-V def2-TZVPD def2/J DEFGRID3
* xyz 0 1
O -1.66792 0.89901 -1.94901
O -0.05244 -1.05795 2.03405
N -0.89098 -0.99767 -0.95236
C -0.89864 0.35035 -1.17840
C 0.14703 1.13934 -0.44693
C 1.33412 0.64996 -0.09209
H -0.52979 -1.36232 -0.07703
H 1.60068 -0.38439 -0.29708
H -0.10761 2.18492 -0.29349
H -0.19820 -0.12881 1.80941
H 0.81860 -1.05572 2.45106
H -1.64447 -1.50658 -1.39195
H 2.08962 1.26987 0.38382
*
```

=====

(3)
# C29H46N5O2OsSi

A molecular structure, C29H46N5O2OsSi (ωB97M-V/def2-TZVPD, the Open Molecules 2025 dataset).

## Properties
HOMO level	-9.3	eV
Kohn-Sham gap	6.0498	eV
E	-52703.4968	eV

ORCA input file:
```
! RIJCOSX wB97M-V def2-TZVPD def2/J DEFGRID3
* xyz 1 1
Os -0.16438 0.09240 -0.17008
Si -2.15043 2.55630 3.76390
O 4.40854 1.64240 -0.80175
O 1.44893 1.52705 -0.22228
N 2.69018 3.48873 -2.15454
N 0.36814 -1.23524 1.59075
N -1.39386 -1.58057 -0.38858
N -1.32759 0.77580 -1.40971
N 1.29990 -1.20666 -1.07040
C 3.78781 1.28846 -1.96400
C 3.41116 -0.34521 -3.70025
C 2.45625 3.59439 0.33108
C -0.86192 -1.99714 1.97121
C -3.18418 2.25638 -1.06581
C 2.63225 4.07461 -0.96351
C -1.94665 2.16720 -3.23305
C -3.27166 1.34451 4.64641
C 1.86630 1.98925 2.06323
C -1.41560 1.72037 2.31096
C 2.76937 4.15763 2.67647
C -1.98412 -1.88166 0.92533
C 1.89964 2.30949 0.67806
C 5.63633 2.35477 -0.97948
C -0.79569 3.12313 4.92538
C -0.88056 3.24748 -1.24449
C -1.02712 1.13464 1.31176
C 2.24455 -1.62603 -0.00763
C 1.54775 -2.07868 1.27334
C 4.04559 0.04620 -2.52939
C -3.12899 4.03206 3.16434
C 0.54365 -2.26295 -1.78104
C 2.82118 4.51060 1.36804
C 2.29989 2.86568 3.01181
C 2.88195 2.14852 -2.58649
C 2.49581 0.50594 -4.30722
C 2.23840 1.74819 -3.75095
C -1.79915 2.11863 -1.70712
C -0.65588 -2.73088 -0.96681
H -1.27639 4.21443 -1.56500
H -2.57866 -2.80052 0.91066
H -3.84969 1.47263 -1.43139
H 2.85887 -0.74832 0.19924
H 1.18415 -3.11371 -2.03429
H 3.17805 5.49345 1.08232
H 5.48077 3.26765 -1.55981
H -3.61795 3.22469 -1.32450
H -4.01172 0.93074 3.95832
H -3.60213 4.55670 3.99711
H 2.90267 -2.42208 -0.37063
H -2.63082 1.39042 -3.57439
H 1.22554 -3.11505 1.18716
H -0.17329 2.28535 5.24718
H -1.31413 -3.33406 -1.59490
H -0.78162 3.25466 -0.15915
H 0.19421 -1.80865 -2.70915
H -0.58974 -3.03817 2.14976
H -2.63382 -1.04472 1.17156
H 5.98960 2.61060 0.01539
H -3.80743 1.82906 5.46547
H -0.15197 3.85900 4.43835
H 1.52925 2.42025 -4.21867
H -2.33136 3.13888 -3.54801
H -2.69957 0.51449 5.06721
H 1.84291 -0.67640 -1.74574
H 1.46413 1.03027 2.35130
H 4.76468 -0.59580 -2.03628
H 2.67265 4.13760 -2.92834
H 6.37396 1.72952 -1.48591
H 1.99439 0.21277 -5.21937
H 0.10803 3.11045 -1.68323
H -0.98012 2.00596 -3.71690
H -0.33970 -3.37528 -0.14886
H 3.63628 -1.30789 -4.14005
H -3.91355 3.72432 2.46998
H -1.22039 3.58664 5.81859
H 2.26192 2.57511 4.05472
H 2.27253 -2.05033 2.08872
H -2.08619 -1.20393 -1.04466
H -1.23788 -1.59868 2.91168
H -2.48040 4.73903 2.64295
H -3.10903 2.18496 0.01839
H 2.74472 5.15199 -1.04612
H 0.56957 -0.60444 2.35668
H 3.07234 4.84617 3.45176
*
```